(1)
The following is a DFT calculation (ωB97M-V with the def2-TZVPD basis set) of a 2-piece molecular cluster, C7H8OS2 overall.

Output
* highest occupied orbital energy: -9.33 eV
* energy: -31101.6002 eV
* orbital gap: 7.780 eV
* net charge: 0
* SMILES string: C#CC#CC=S.OCCS

```
18
Properties=species:S:1:pos:R:3:forces:R:3
C 3.821 2.100 -1.834 0.11 0.00 -0.19
C 2.710 1.600 -1.107 -0.45 -0.22 0.26
C 1.766 1.181 -0.472 0.42 0.19 -0.28
C 0.693 0.703 0.244 -0.51 -0.23 0.30
C -0.251 0.283 0.872 0.66 0.20 -0.08
C -3.138 -1.154 0.551 -0.27 0.20 0.26
C -2.789 -2.131 1.671 0.04 -0.10 -0.13
H 4.459 2.793 -1.280 -0.09 -0.09 -0.06
H -1.087 -0.088 1.435 0.74 0.28 -0.16
H -2.266 -2.035 -0.945 -0.15 0.02 -0.05
H -4.140 -0.748 0.720 0.13 -0.06 0.00
H -2.436 -0.304 0.560 -0.72 -0.35 -0.30
H -1.805 -2.583 1.504 -0.10 0.05 0.02
H -3.521 -2.944 1.680 0.10 0.10 0.03
H -1.821 -0.541 3.158 -0.07 -0.06 0.16
O -3.170 -1.792 -0.707 0.29 -0.04 -0.07
S 4.172 1.714 -3.368 -0.11 0.06 0.35
S -2.853 -1.383 3.323 -0.01 0.04 -0.07
```
Positions in Å, forces in eV/Å.

(2)
The following is a DFT calculation (ωB97M-V with the def2-TZVPD basis set) of C7H9AsF6N4OPtS5 as an isolated structure.

Output
* highest occupied orbital energy (alpha / beta): -0.80 / -1.33 eV
* energy: -149982.8975 eV
* orbital gap (alpha / beta): 5.218 / 5.722 eV
* multiplicity: 3
* net charge: -2

```
34
Properties=species:S:1:pos:R:3:forces:R:3
Pt 0.348 -0.395 0.196 0.00 -0.22 -0.30
S 4.311 0.326 3.076 -0.01 -0.06 0.03
As 2.746 0.995 1.831 0.33 0.20 0.22
S 2.766 0.071 -0.180 -0.42 -0.07 0.19
S 0.719 0.285 2.434 0.02 -0.16 -0.39
S 2.647 3.152 1.705 -0.05 0.01 -0.03
C -0.415 5.346 -0.034 0.04 -0.05 0.00
C -1.399 4.239 -0.131 0.56 -0.21 0.02
N -2.683 4.329 -0.071 -0.24 -0.29 0.01
N -3.088 3.015 -0.182 -0.49 0.20 0.07
C -2.096 2.114 -0.283 0.07 0.13 0.01
S -2.220 0.454 -0.394 0.02 -0.03 -0.07
N -0.998 2.924 -0.278 0.57 0.16 -0.01
N 0.295 2.435 -0.355 -0.11 0.14 0.01
H -0.924 6.270 0.239 -0.01 -0.08 -0.03
H 0.104 5.484 -0.986 -0.03 0.00 0.05
H 0.344 5.096 0.713 -0.03 0.02 -0.03
H -4.052 2.778 -0.082 -0.23 -0.07 0.00
H 0.869 2.704 0.464 0.03 0.02 0.06
H 0.767 2.741 -1.194 -0.08 0.00 -0.16
C 1.531 -3.584 -0.093 -0.13 0.13 0.00
C 0.075 -3.405 -0.551 -0.05 -0.09 -0.14
O -0.279 -2.141 -0.927 0.12 -0.22 0.72
C -0.137 -4.310 -1.797 0.03 0.32 -0.15
F 0.020 -5.638 -1.540 -0.03 0.20 -0.17
F -1.355 -4.166 -2.356 0.33 -0.15 0.05
F 0.769 -3.994 -2.756 -0.31 -0.23 0.22
C -0.851 -3.947 0.592 -0.08 0.24 -0.21
F -0.482 -5.183 1.040 -0.18 0.25 -0.07
F -0.827 -3.136 1.654 0.00 -0.13 -0.12
F -2.146 -4.049 0.200 0.29 -0.07 0.20
H 2.177 -3.135 -0.842 0.04 0.03 0.01
H 1.789 -4.634 0.051 0.00 0.02 -0.01
H 1.678 -3.040 0.838 0.02 0.06 0.04
```
Positions in Å, forces in eV/Å.

(3)
The following is a DFT calculation (ωB97M-V with the def2-TZVPD basis set) of a 2-piece molecular cluster, C7H9Br2F overall at a distorted geometry.

Output
* highest occupied orbital energy: -9.56 eV
* energy: -150204.2945 eV
* orbital gap: 9.996 eV
* net charge: 0
* SMILES string: C=C=C[C@](C)(F)C(=C)Br.Br

```
19
Properties=species:S:1:pos:R:3:forces:R:3
C 0.701 -0.851 0.939 0.15 -0.02 1.70
C -0.440 -1.455 0.780 -0.70 -0.85 -0.40
C 1.764 -0.853 -0.117 0.62 -0.71 -2.29
C 1.771 0.485 -0.799 1.96 1.02 1.91
C 1.610 -1.946 -1.247 0.26 1.28 0.73
C 1.181 0.836 -1.890 -3.53 -4.10 -0.67
C -1.594 -2.071 0.594 3.10 0.70 1.41
F 3.078 -1.114 0.334 -0.90 0.31 0.65
Br 2.826 1.818 0.178 -0.38 -0.44 -0.44
Br -1.561 2.280 0.406 0.35 -0.50 -0.32
H 0.818 -0.326 1.934 0.27 -0.31 -1.44
H 2.502 -1.906 -1.911 -0.86 0.23 0.39
H 0.658 -1.858 -1.771 0.28 -0.16 -0.03
H 1.656 -2.844 -0.692 -0.15 -1.31 0.28
H 0.350 0.093 -2.277 2.05 1.35 0.44
H 1.133 1.737 -2.337 0.28 3.04 -1.12
H -2.186 3.306 1.116 -0.31 0.47 0.31
H -1.722 -2.993 1.111 -0.46 -0.71 -0.18
H -2.331 -1.464 0.212 -2.03 0.72 -0.95
```
Positions in Å, forces in eV/Å.

(4)
The following is a DFT calculation (ωB97M-V with the def2-TZVPD basis set) of a 2-piece molecular cluster, C7H9Br3 overall at a distorted geometry.

Output
* highest occupied orbital energy: -9.13 eV
* energy: -217526.6607 eV
* orbital gap: 8.150 eV
* net charge: 0

```
19
Properties=species:S:1:pos:R:3:forces:R:3
C 0.092 0.984 0.191 1.24 2.13 0.53
C -1.011 1.719 0.094 -0.26 0.33 -0.72
C -1.816 0.596 -0.531 -2.44 1.55 0.73
C -0.542 -0.256 -0.257 0.09 -1.24 -3.40
C -1.326 -2.510 0.555 0.57 -0.55 0.05
C -0.625 -1.205 0.858 -1.11 -0.21 1.23
C -0.001 4.830 -1.902 0.23 -0.30 -0.13
Br 0.482 6.393 -1.051 0.90 0.75 0.75
Br -1.605 5.238 -2.719 -1.03 -0.18 -1.08
Br -1.545 3.580 0.256 0.44 -1.55 0.58
H 1.070 1.200 0.590 0.21 -0.06 -0.07
H -2.729 0.372 0.140 1.18 -0.07 -1.31
H -2.135 0.963 -1.557 0.37 -1.27 0.96
H -0.180 -0.818 -1.249 -0.35 1.44 2.00
H -0.988 -3.134 -0.330 -0.78 1.54 0.28
H -2.367 -2.229 0.672 -0.45 -1.01 -0.72
H -1.033 -3.211 1.312 -0.39 -0.32 0.97
H 0.324 -1.377 1.293 1.43 -0.21 0.10
H -1.146 -0.648 1.698 0.15 -0.77 -0.75
```
Positions in Å, forces in eV/Å.